(1)
{
  "formula": "C13H29N2O16P2S3",
  "method": "ωB97M-V/def2-TZVPD",
  "elements": ["C", "C", "N", "C", "P", "O", "O", "O", "C", "N", "C", "P", "C", "O", "C", "H", "H", "H", "H", "H", "H", "H", "H", "H", "H", "H", "H", "H", "H", "H", "H", "H", "C", "C", "O", "S", "O", "O", "O", "H", "H", "H", "H", "C", "C", "O", "S", "O", "O", "O", "H", "H", "H", "H", "C", "C", "O", "S", "O", "O", "O", "H", "H", "H", "H"],
  "positions_angstrom": [[-1.88272, -2.22615, 5.15817], [-3.14210, -1.41794, 5.41838], [-4.18134, -1.55274, 4.38255], [-4.16727, -0.62612, 3.28893], [-5.69779, -1.10891, 2.30564], [-5.61828, -0.62641, 0.94628], [-5.91550, -2.63889, 2.49089], [-6.92763, -0.47067, 3.08529], [-4.47084, 0.77851, 3.62899], [-3.76288, 1.59331, 2.97081], [-2.74675, 1.01766, 2.08729], [-1.17864, 1.88091, 2.66775], [-0.97381, 1.37320, 4.41924], [0.00311, 1.09904, 1.83938], [-2.95970, -0.48348, 2.32445], [-1.12989, -1.66966, 4.62019], [-1.43273, -2.55664, 6.08268], [-2.10225, -3.10612, 4.56687], [-3.56806, -1.81860, 6.32708], [-2.92251, -0.38298, 5.63203], [-4.13544, -2.50121, 4.03322], [-6.48104, -2.78890, 3.27497], [-7.11159, 0.39672, 2.68143], [-5.22889, 1.15857, 4.29041], [-3.80948, 2.61021, 2.99476], [-2.90482, 1.22194, 1.04293], [-0.58711, 0.37386, 4.52573], [-0.30242, 2.09789, 4.85390], [-1.91556, 1.47789, 4.93345], [0.82021, 1.58819, 2.04798], [-3.30851, -0.91150, 1.39175], [-2.06280, -1.04543, 2.53265], [2.55175, -0.02632, -1.18106], [1.28177, 0.77837, -1.33739], [1.53459, 1.62560, -2.46693], [2.48075, 0.85993, -3.51032], [1.67591, 0.27964, -4.52185], [3.57129, 1.70508, -3.82486], [2.96855, -0.30561, -2.52597], [3.33480, 0.55360, -0.68859], [2.39610, -0.95385, -0.64148], [1.05634, 1.37743, -0.46275], [0.42852, 0.13770, -1.57208], [4.46932, -3.22452, -1.81382], [5.54463, -4.21988, -1.43327], [6.10574, -3.68481, -0.22292], [4.97153, -2.94472, 0.61924], [4.46346, -3.82032, 1.60899], [5.41893, -1.63980, 0.94130], [3.88293, -2.84120, -0.55501], [4.89246, -2.33591, -2.28371], [3.70829, -3.65101, -2.46046], [6.31855, -4.31017, -2.18886], [5.12634, -5.20422, -1.21590], [2.03551, 4.03042, -6.27580], [2.30021, 2.70048, -6.94422], [1.85248, 2.88615, -8.29448], [2.10446, 4.40410, -8.74244], [3.31707, 4.48476, -9.46774], [0.89254, 4.92215, -9.25754], [2.35900, 5.00416, -7.27574], [0.98162, 4.14228, -6.01062], [2.65301, 4.18402, -5.39525], [1.75935, 1.88094, -6.48166], [3.36719, 2.46994, -6.96292]],
  "forces_ev_per_angstrom": [[0.184, 0.260, -0.245], [-0.166, -0.753, 0.279], [0.424, 0.472, 0.476], [-0.197, -0.742, -0.065], [-0.486, 0.567, -0.273], [0.628, 0.414, -1.088], [-0.257, -0.483, 0.855], [0.076, 0.505, 0.441], [-0.122, -0.127, 0.558], [0.481, 1.216, -1.290], [1.090, -1.344, 1.136], [-0.252, 1.404, -0.031], [-0.133, -0.172, -0.861], [0.129, -0.131, 0.396], [-0.354, -0.381, -1.027], [0.259, 0.142, -0.245], [0.101, -0.064, 0.280], [-0.109, -0.325, -0.068], [-0.327, 0.038, 0.303], [-0.026, 0.434, -0.121], [-0.214, 0.013, -0.142], [0.201, -0.376, -0.343], [-0.390, -0.389, 0.088], [-0.160, -0.162, 0.402], [-0.413, -0.056, 0.289], [-0.297, 0.623, -0.298], [0.155, -0.381, 0.166], [0.313, 0.115, 0.179], [-0.353, 0.030, 0.282], [-0.132, -0.335, -0.370], [0.138, -0.005, -0.368], [0.223, 0.006, 0.784], [0.165, 0.276, 0.402], [-0.254, -0.333, -0.143], [0.330, -0.007, 0.067], [-0.137, -0.111, 0.463], [0.042, -0.071, -0.226], [0.025, 0.177, -0.206], [-0.281, 0.045, -0.129], [0.016, -0.028, -0.007], [0.064, -0.127, -0.177], [0.011, 0.217, -0.117], [0.000, -0.004, 0.039], [0.246, 0.198, -0.226], [-0.232, -0.340, -0.028], [-0.113, 0.336, -0.042], [0.118, -0.239, -0.401], [-0.134, 0.052, 0.221], [0.055, 0.135, 0.179], [0.029, -0.264, -0.011], [-0.005, -0.004, -0.004], [-0.140, 0.005, 0.147], [0.155, 0.098, 0.131], [-0.003, 0.010, -0.018], [-0.341, -0.043, 0.136], [0.430, -0.129, 0.084], [-0.230, 0.265, 0.096], [0.031, -0.213, 0.357], [0.099, 0.140, -0.146], [-0.112, 0.031, -0.180], [0.151, -0.160, -0.111], [0.006, -0.016, -0.002], [0.119, 0.130, -0.096], [-0.118, -0.037, -0.186], [-0.005, 0.000, 0.058]],
  "lumo_ev": -4.8,
  "charge": 1
}

=====

(2)
{
  "formula": "C13H29NO5SSi",
  "method": "ωB97M-V/def2-TZVPD",
  "elements": ["C", "Si", "C", "C", "O", "C", "C", "C", "C", "C", "C", "N", "O", "S", "O", "O", "H", "H", "H", "H", "H", "H", "H", "H", "H", "H", "H", "H", "H", "H", "H", "H", "H", "H", "H", "H", "H", "C", "C", "C", "O", "C", "H", "H", "H", "H", "H", "H", "H", "H"],
  "positions_angstrom": [[-4.01992, -1.57462, 2.97601], [-3.34770, -1.11476, 1.28656], [-4.22587, -2.03043, -0.06851], [-1.50814, -1.51275, 1.22779], [-3.62831, 0.49615, 0.99132], [-3.28351, 1.51263, 1.91330], [-2.57675, 2.68237, 1.22737], [-1.44287, 2.22447, 0.31011], [-0.08903, 2.09936, 1.01007], [1.01213, 1.55507, 0.08188], [0.59646, 1.56419, -1.38116], [1.74294, 1.38869, -2.23630], [0.04705, 2.85011, -1.75098], [-1.26905, 3.38751, -1.02524], [-0.93945, 4.67270, -0.48903], [-2.36431, 3.25527, -1.93496], [-4.81043, -0.89200, 3.29435], [-4.44522, -2.58050, 2.94756], [-3.24310, -1.56676, 3.74344], [-5.30252, -1.85616, -0.05013], [-3.85201, -1.72362, -1.04789], [-4.04842, -3.10378, 0.03459], [-1.12341, -1.78883, 2.21153], [-1.33580, -2.36148, 0.56090], [-0.89783, -0.68786, 0.85711], [-2.65964, 1.11647, 2.72596], [-4.20080, 1.88987, 2.37257], [-3.30734, 3.27325, 0.67254], [-2.16366, 3.32952, 2.00551], [-1.73392, 1.28692, -0.16388], [0.18356, 3.09216, 1.37257], [-0.21069, 1.46106, 1.88772], [1.27633, 0.52409, 0.33334], [1.91736, 2.15665, 0.17160], [-0.18775, 0.81740, -1.56143], [1.42824, 1.28450, -3.19580], [2.17581, 0.50302, -1.98940], [5.59061, -2.41780, -0.98234], [5.41652, -1.41143, -2.11841], [3.98089, -1.68700, -2.54196], [3.28288, -2.07996, -1.35898], [4.22156, -2.36084, -0.31619], [6.39819, -2.16532, -0.29690], [5.77900, -3.41535, -1.38368], [5.51287, -0.39240, -1.73849], [6.12558, -1.54165, -2.93433], [3.93137, -2.49062, -3.28382], [3.48283, -0.81131, -2.96108], [4.18125, -1.56014, 0.43007], [3.93404, -3.29606, 0.16512]],
  "forces_ev_per_angstrom": [[0.021, 0.011, -0.001], [-0.044, -0.064, 0.053], [0.014, 0.024, -0.056], [-0.004, -0.051, 0.017], [0.086, 0.078, -0.016], [0.005, 0.019, 0.009], [0.023, -0.018, 0.077], [0.023, -0.009, 0.100], [-0.029, -0.011, -0.023], [0.008, -0.034, -0.028], [-0.016, 0.009, 0.031], [-0.164, -0.264, -0.035], [0.086, 0.115, 0.118], [0.097, -0.048, -0.094], [-0.081, -0.012, -0.041], [0.019, -0.003, 0.063], [-0.032, -0.022, -0.043], [0.017, -0.005, 0.036], [-0.024, 0.014, -0.006], [0.004, 0.004, 0.019], [-0.010, 0.002, 0.009], [-0.027, 0.000, -0.007], [0.011, 0.018, -0.006], [0.021, 0.013, 0.019], [-0.027, 0.047, -0.036], [0.063, -0.024, -0.058], [0.031, 0.006, 0.075], [-0.014, -0.107, -0.066], [-0.066, 0.086, -0.057], [-0.078, 0.012, -0.044], [0.005, -0.032, 0.020], [-0.002, -0.004, -0.017], [-0.023, 0.017, 0.037], [-0.006, -0.018, -0.033], [-0.006, 0.025, -0.026], [0.021, 0.102, -0.028], [0.100, 0.060, 0.092], [-0.006, 0.011, 0.016], [-0.005, -0.012, 0.014], [-0.002, 0.064, -0.055], [-0.045, 0.074, 0.004], [0.020, -0.024, 0.009], [0.001, 0.000, -0.004], [-0.006, -0.001, -0.002], [-0.007, 0.004, -0.006], [0.004, -0.011, 0.008], [-0.006, -0.035, 0.037], [0.054, -0.011, -0.068], [-0.006, 0.004, -0.005], [0.003, 0.001, -0.002]],
  "lumo_ev": 0.5,
  "smiles": "C[Si](C)(C)OCC[C@@H]1CC[C@H](N)OS1(=O)=O.C1CCOC1"
}

=====

(3)
{
  "formula": "C13H29O5PS",
  "method": "ωB97M-V/def2-TZVPD",
  "elements": ["C", "O", "C", "C", "C", "C", "C", "C", "C", "P", "S", "C", "O", "O", "H", "H", "H", "H", "H", "H", "H", "H", "H", "H", "H", "H", "H", "H", "H", "H", "H", "H", "H", "C", "O", "C", "C", "O", "C", "H", "H", "H", "H", "H", "H", "H", "H", "H", "H"],
  "positions_angstrom": [[-3.39598, 1.09933, 3.17741], [-3.53013, 0.94363, 1.74663], [-2.56528, 1.72560, 1.00650], [-1.90676, 1.00770, -0.26534], [-2.20742, -0.55697, -0.44405], [-0.92979, -1.50839, -0.08521], [-1.17133, -2.38260, 1.24351], [-0.67097, -1.67503, 2.60128], [0.93902, -1.41957, 2.62352], [1.16619, 0.46314, 2.77017], [0.67701, 1.18817, 4.75028], [2.89522, 1.05521, 2.20541], [3.85826, 0.22806, 2.08992], [3.05936, 2.41074, 1.89937], [-4.07263, 0.29936, 3.67316], [-2.32865, 0.95299, 3.56779], [-3.77778, 2.12675, 3.52294], [-1.75464, 2.13097, 1.73284], [-3.12419, 2.66865, 0.61705], [-0.75087, 1.12844, -0.23834], [-2.23376, 1.55873, -1.22807], [-3.11424, -0.96304, 0.11783], [-2.43751, -0.72043, -1.57125], [0.04378, -0.90831, 0.01000], [-0.85501, -2.26391, -0.96212], [-0.61844, -3.38757, 1.15740], [-2.29147, -2.62818, 1.38562], [-1.01733, -2.31852, 3.50215], [-1.20019, -0.66312, 2.71747], [1.37604, -2.00350, 3.50247], [1.36950, -1.73990, 1.60744], [0.21922, 1.05489, 1.84485], [-0.10303, 0.15676, 5.26446], [1.80014, -0.74984, -5.21668], [2.35883, 0.50229, -4.84411], [1.42076, 1.33412, -4.16385], [1.66754, 1.33336, -2.65908], [1.38695, 0.05488, -2.08743], [2.57113, -0.68830, -1.82072], [2.61284, -1.40506, -5.53590], [1.27772, -1.22519, -4.38271], [1.11028, -0.61334, -6.05557], [0.39211, 1.03183, -4.39177], [1.56366, 2.35024, -4.54177], [0.98484, 2.04873, -2.18958], [2.69193, 1.64702, -2.43015], [3.08666, -0.26510, -0.95333], [3.24528, -0.69961, -2.68035], [2.28313, -1.71610, -1.59007]],
  "forces_ev_per_angstrom": [[-0.879, -0.178, 0.716], [1.365, 0.125, 0.673], [0.073, 1.671, -0.193], [0.230, -0.224, -0.318], [0.646, -0.424, -0.837], [-1.007, -0.705, -0.011], [0.159, -0.006, 0.460], [-0.438, -0.039, -0.082], [-1.392, -0.157, -0.078], [0.093, -0.841, -0.044], [-0.112, -0.791, -0.556], [5.955, 4.886, -2.358], [-4.215, 1.167, 0.879], [-2.694, -6.456, 1.951], [1.138, 1.304, -0.924], [-1.302, 0.244, -0.712], [0.632, -1.338, -0.511], [-1.176, -0.778, -1.130], [0.957, -1.446, 0.684], [-1.911, -0.109, 0.025], [0.395, -0.854, 1.676], [1.195, 0.967, -0.606], [0.418, 0.267, 1.926], [-1.416, -0.860, -0.432], [0.254, 1.344, 1.473], [-0.758, 1.440, 0.123], [1.747, 0.404, -0.373], [0.792, 1.070, -1.453], [0.502, -1.460, -0.245], [-0.146, 1.125, -1.394], [-0.279, 0.558, 1.680], [0.563, -0.504, 0.721], [0.645, 0.569, -0.867], [0.172, 0.093, -0.068], [-0.353, -0.193, 0.159], [0.508, 0.076, 0.121], [-0.430, -0.152, -0.103], [0.246, 0.068, -0.142], [-0.085, -0.004, 0.163], [-0.008, 0.144, 0.009], [-0.027, 0.036, -0.003], [-0.077, -0.095, 0.019], [0.063, -0.047, 0.081], [-0.030, 0.035, 0.028], [0.030, 0.047, -0.027], [-0.068, -0.063, -0.073], [0.139, -0.024, -0.024], [-0.025, 0.031, 0.016], [-0.087, 0.079, -0.017]],
  "lumo_ev": -0.6
}

=====

(4)
{
  "formula": "C13H2F5N2O11S2Se2Te2V",
  "method": "ωB97M-V/def2-TZVPD",
  "elements": ["V", "O", "C", "O", "C", "C", "C", "C", "C", "C", "O", "N", "O", "O", "N", "O", "O", "H", "H", "Se", "Te", "Te", "Se", "F", "C", "C", "F", "C", "F", "C", "O", "C", "F", "C", "F", "O", "S", "O", "O", "S"],
  "positions_angstrom": [[-0.90621, 0.17991, -0.00117], [0.41200, -0.81704, 3.31807], [0.79283, -0.23048, 2.33889], [-0.08018, 0.51638, 1.62381], [2.23714, -0.14156, 1.96309], [3.09461, -0.11975, 3.02708], [4.48215, -0.04098, 2.83762], [5.01537, -0.04529, 1.55860], [4.17496, -0.09181, 0.47287], [2.71015, -0.10912, 0.56834], [1.94915, -0.13682, -0.39729], [4.83820, -0.14028, -0.82318], [6.06473, -0.18623, -0.83932], [4.17268, -0.12032, -1.84202], [5.35769, 0.02413, 3.96705], [4.86496, 0.02213, 5.09077], [6.56926, 0.06604, 3.77395], [2.69332, -0.17073, 4.02920], [6.08222, -0.01975, 1.40366], [-0.66297, -0.06789, -2.32378], [1.20097, 1.23346, -3.36358], [-0.19701, 3.36273, -2.46039], [0.11086, 2.39117, -0.17392], [-0.18247, -6.95791, -1.17728], [-0.22573, -5.66319, -0.80870], [-1.41582, -5.06979, -0.43547], [-2.54198, -5.80348, -0.42181], [-1.46670, -3.73729, -0.05886], [-2.65438, -3.28695, 0.34514], [-0.32576, -2.90885, -0.05757], [-0.33467, -1.66311, 0.29516], [0.87316, -3.56140, -0.41531], [2.03263, -2.91194, -0.37550], [0.92269, -4.89375, -0.78517], [2.09763, -5.44963, -1.12297], [-2.70243, -0.89877, -0.86942], [-3.47076, -0.35119, 0.30070], [-2.70717, -0.75401, 1.48298], [-4.88416, -0.56212, 0.28278], [-2.73736, 1.57547, 0.10586]],
  "forces_ev_per_angstrom": [[-0.172, -1.377, 1.267], [0.152, -0.052, 0.079], [-0.445, 0.296, -0.156], [0.167, -0.184, -0.374], [0.058, -0.051, 0.008], [-0.049, -0.020, -0.134], [0.071, 0.036, -0.083], [-0.176, -0.010, 0.125], [0.010, -0.022, -0.232], [0.020, -0.050, 0.236], [-0.261, 0.152, 0.147], [-0.297, 0.148, -0.136], [0.295, -0.048, -0.025], [0.079, -0.045, 0.150], [-0.043, -0.132, -0.006], [0.048, 0.048, 0.004], [0.050, 0.050, 0.040], [0.004, -0.002, -0.016], [-0.023, -0.001, 0.031], [0.102, -0.446, -1.021], [-0.005, 0.070, 0.067], [0.044, 0.183, -0.002], [0.174, 0.591, -0.026], [-0.007, -0.009, 0.001], [0.016, 0.156, 0.027], [0.082, 0.039, 0.011], [-0.022, -0.050, -0.010], [-0.033, -0.146, -0.043], [0.075, -0.074, 0.018], [-0.156, -0.127, -0.197], [0.081, 0.556, 0.146], [-0.098, -0.203, -0.044], [0.101, 0.201, 0.005], [-0.142, 0.005, 0.021], [0.029, -0.031, -0.007], [-0.036, 0.178, -0.024], [0.989, -0.104, 0.123], [-0.381, 0.157, 0.105], [-0.156, 0.076, -0.080], [-0.143, 0.240, 0.002]],
  "lumo_ev": [3.2, 3.2],
  "de_lowest_kj_mol": 0.0,
  "charge": -2
}